The following is a quantum chemistry calculation of a structure of composition C60H58F15GeN6PtS at a distorted geometry, from the Open Molecules 2025 dataset.

CARTESIAN COORDINATES (ANGSTROEM)
H: 0.77 -0.58 -6.56
H: -3.59 -4.73 -1.41
C: 3.27 -6.15 2.50
H: 3.66 5.93 0.41
C: -0.17 -1.68 5.73
C: -3.01 -5.49 -1.94
C: -3.18 -3.03 2.90
H: 1.59 5.48 -0.84
C: -1.53 -5.44 -1.54
H: -1.62 5.01 -2.41
C: 2.80 -3.40 2.33
F: 1.02 -6.54 1.87
F: 0.60 -3.85 1.69
H: 1.21 -4.33 -4.35
C: 0.50 -2.06 4.57
C: 3.78 -0.34 2.95
C: -1.46 0.15 2.00
H: -5.19 -2.39 2.36
H: 1.88 3.38 -5.94
H: -1.42 3.02 -3.66
C: -1.62 -2.93 0.27
H: 3.18 4.81 1.69
C: 5.31 0.02 4.79
C: 3.11 5.02 0.62
F: -0.66 -2.61 6.54
H: 3.57 4.19 0.08
H: 3.94 2.36 -4.99
C: 0.85 0.20 4.02
C: 0.17 -4.55 -4.11
C: -4.50 -3.21 2.14
H: -2.34 4.91 -0.80
H: -3.54 2.23 -4.81
C: 1.53 2.76 -1.71
H: -4.13 1.42 0.66
Ge: 2.32 -1.48 2.20
H: 0.12 -5.60 -3.82
C: -1.67 -1.86 1.14
H: -3.40 -2.89 3.96
H: 0.74 5.05 2.88
C: 0.05 -2.32 -2.78
H: -0.70 -3.30 -5.66
C: 0.87 2.80 -0.48
H: -3.28 0.63 -4.09
C: 1.64 5.18 0.21
C: 0.20 0.62 5.17
C: 4.05 -3.89 2.63
C: 5.79 1.17 4.17
C: 4.30 -5.25 2.73
C: -2.40 -1.86 2.39
H: -4.76 0.81 4.82
H: -4.34 -3.24 1.06
C: -4.25 0.59 3.88
H: -2.90 0.00 -0.37
N: -0.45 -1.87 -1.60
F: 3.79 -1.77 4.80
H: -3.04 -0.90 4.87
H: 1.18 5.97 0.81
F: 6.74 1.89 4.73
C: -0.69 -4.34 -5.36
F: 3.70 1.25 1.22
H: -2.24 0.66 4.64
H: -2.58 -3.93 2.80
C: -2.79 1.53 -4.44
H: -0.04 3.65 3.63
C: 2.32 1.67 -3.81
C: 4.31 -0.70 4.18
C: 2.10 0.45 -4.38
C: 0.90 3.91 0.42
H: 3.58 0.45 -5.90
C: 2.68 -0.12 -5.63
Pt: -0.18 -0.04 -0.78
C: -2.27 -0.61 2.92
H: 2.14 -0.59 -7.67
N: -2.84 2.56 -2.20
C: -0.32 2.21 1.25
C: -0.95 -4.10 -1.83
F: 5.65 2.71 2.38
F: 3.49 -7.45 2.59
N: -2.53 0.55 -1.13
H: -1.42 5.80 1.94
H: -3.07 5.95 -2.03
H: -3.12 -5.32 -3.01
C: 3.19 2.78 -4.32
H: -0.99 -6.20 -2.09
C: -3.10 1.72 -1.20
H: -1.57 5.57 3.68
H: 2.99 -1.15 -5.45
C: -0.06 4.32 2.77
C: -4.12 2.14 -0.16
C: 2.01 -5.68 2.14
H: -2.23 4.36 2.58
C: 2.37 3.83 -5.08
H: -3.43 -6.47 -1.70
C: -3.47 3.87 -2.34
C: -2.56 5.00 -1.86
H: -4.90 -0.08 3.31
H: -1.27 1.41 -2.92
H: 2.11 3.63 -1.97
C: 5.24 1.58 2.96
C: 1.55 1.71 -2.59
C: 4.24 0.82 2.37
N: 0.12 1.78 0.04
H: -3.88 3.12 0.25
C: 1.02 -1.13 3.69
H: 3.71 3.25 -3.49
C: 0.16 3.53 1.52
H: 3.03 4.62 -5.44
C: -1.12 1.47 2.14
C: -1.05 -2.94 -0.99
H: -5.12 2.16 -0.60
H: -2.05 -3.86 0.61
C: -1.98 2.15 -3.30
C: -0.26 -3.71 -2.96
C: 1.80 -4.32 2.05
C: 1.20 -0.26 -3.50
F: 0.63 -3.37 4.33
H: -1.72 -4.66 -5.18
H: 1.17 -2.08 -4.55
H: -1.43 -5.66 -0.47
C: 0.81 -1.57 -3.67
C: -2.90 -0.08 4.17
S: 2.06 -1.15 0.07
H: 1.48 0.94 -7.10
F: 5.81 -0.35 5.97
H: -2.13 1.27 -5.27
C: 1.70 -0.09 -6.81
H: 1.61 4.27 -4.43
H: -0.30 -4.94 -6.19
N: -1.09 -0.65 0.94
N: 0.86 0.54 -2.44
F: 5.07 -3.04 2.79
H: -3.70 4.02 -3.40
F: 1.36 1.13 3.20
F: -0.95 0.03 7.14
C: -0.31 -0.34 6.04
H: -4.98 -4.13 2.45
H: -4.41 3.89 -1.80
C: -1.41 5.06 2.74
H: -4.12 1.51 3.33
F: 5.51 -5.70 3.03
H: -1.47 2.00 3.02
F: 0.06 1.92 5.44

## Properties
HOMO energy (alpha / beta) (eV): -9.50 / -9.50
Net charge: +1
Energy (Ha): -6741.97331
Orbital gap (alpha / beta) (eV): 4.792 / 4.790
2S+1: 1
E_LUMO (alpha / beta) (Eh): -0.1730 / -0.1731
Energy relative to the best compared isomer or geometry (same formula, charge and spin) (kJ/mol): 44.10

---

The following is a quantum chemistry calculation of an isolated molecule of C7H10 at a distorted geometry, from the Open Molecules 2025 dataset.

CARTESIAN COORDINATES (ANGSTROEM)
H: -0.62 2.04 -0.03
H: -0.48 0.28 -2.42
H: -1.07 0.78 2.13
H: 1.99 0.37 -1.86
C: 1.38 -0.39 -1.38
C: 0.11 -0.67 0.97
C: 0.21 1.40 0.30
H: 0.67 -1.54 1.31
H: 1.13 2.00 0.24
C: -0.09 -0.44 -1.71
H: -1.57 -1.03 2.23
H: -0.58 -1.41 -1.79
C: 0.38 0.03 -0.36
H: -2.06 -0.30 0.57
H: 1.89 -1.34 -1.21
C: -0.01 0.70 1.68
C: -1.29 -0.48 1.32

## Properties
HOMO energy (eV): -8.11
Energy (Ha): -272.53730
Orbital gap (eV): 9.187
2S+1: 1
E_LUMO (Eh): 0.0397
SMILES: C1[C@@H]2CC3(CC3)[C@H]12
Energy relative to the best compared isomer or geometry (same formula, charge and spin) (kJ/mol): 474.42

---

The following is a quantum chemistry calculation of a structure of composition C3H6O2, from the Open Molecules 2025 dataset.

CARTESIAN COORDINATES (ANGSTROEM)
H: -0.85 1.43 -0.87
C: 0.96 -0.90 1.04
H: 0.08 -1.56 1.00
O: 1.08 -0.53 -0.74
O: -1.65 -0.42 -0.36
H: 1.18 1.23 0.47
H: -1.20 -0.89 -1.07
H: 2.04 -0.59 -0.59
C: 0.56 0.34 0.33
C: -0.87 0.70 -0.04
H: -1.33 1.18 0.82

## Properties
HOMO energy (eV): -8.71
Energy (Ha): -268.22297
Orbital gap (eV): 9.248
2S+1: 1
E_LUMO (Eh): 0.0196
Energy relative to the best compared isomer or geometry (same formula, charge and spin) (kJ/mol): 478.50

---

The following is a quantum chemistry calculation of a cluster of 9 separate species, C28H79N5O11 in total at a distorted geometry, from the Open Molecules 2025 dataset.

CARTESIAN COORDINATES (ANGSTROEM)
H: -2.55 6.64 3.81
H: -8.28 0.70 -0.72
H: 0.38 -1.12 3.48
H: 0.03 3.68 4.24
H: 5.44 -0.83 -2.85
H: 0.56 0.28 0.35
H: 1.59 -2.33 0.53
H: 0.28 0.49 4.06
O: 4.49 0.94 -2.31
C: 3.52 -2.85 0.53
O: -0.46 -3.49 6.53
H: 3.47 -1.68 -9.29
H: -1.23 6.48 2.83
O: -4.51 -4.03 0.04
H: 3.50 1.10 6.71
H: -8.21 1.23 -2.47
H: -3.23 4.68 5.15
H: 4.10 0.54 3.80
H: 5.52 0.30 -0.68
H: 0.27 1.72 -0.50
N: 3.53 0.77 1.25
C: -1.21 -2.49 5.82
H: -4.26 -0.17 -1.55
H: 1.53 -2.78 -9.02
H: 0.35 -3.76 6.10
C: -1.57 6.17 3.82
C: -1.12 3.93 1.13
H: 4.35 -1.36 -7.80
H: -2.76 4.46 3.33
H: 2.03 1.94 2.09
H: 6.34 0.62 -3.38
C: 4.48 0.45 -0.98
H: 3.18 -1.04 -5.54
C: 1.55 -1.42 -3.67
H: 2.57 -1.22 -3.33
H: -0.74 0.90 -3.07
H: 3.57 -3.63 1.29
C: 3.07 0.88 3.71
O: 2.26 -0.27 3.89
C: -3.86 -4.13 1.33
H: 2.63 0.21 8.04
H: -1.96 -1.16 2.04
H: -8.80 -0.33 -2.08
C: 0.89 -0.15 3.42
H: 5.65 5.42 -2.44
C: 5.10 4.65 -1.90
C: 3.36 -1.35 -8.26
N: 1.25 -2.42 -8.11
H: -2.48 -0.48 -3.73
H: 4.95 2.65 -2.26
H: 2.87 1.60 4.50
C: -2.11 -2.18 1.69
N: -3.93 0.04 -2.48
H: -0.63 -1.57 5.85
H: -2.30 -1.32 -2.44
H: -1.21 -2.69 4.75
H: -2.37 3.36 5.31
H: -4.82 -1.81 -3.06
H: 4.45 -2.26 0.52
H: 3.11 -0.15 1.20
C: 5.35 0.20 -3.20
O: 2.47 -1.94 0.60
C: -4.82 -5.25 -0.60
O: -0.81 0.01 -1.27
H: -1.70 4.83 0.93
H: -0.50 3.78 0.24
C: -2.54 -0.28 -2.66
C: -1.86 4.74 3.88
H: -3.75 -1.72 3.70
C: -0.77 3.76 3.50
H: 5.05 4.89 -0.84
C: 2.46 -2.11 -7.30
O: 5.59 3.34 -2.09
C: -4.83 -0.76 -3.34
H: -1.17 2.74 3.53
C: 2.81 0.30 6.97
O: 3.19 -0.90 6.30
H: -0.85 6.51 4.56
H: -6.40 0.62 -3.84
H: 1.29 -2.11 -2.86
H: 1.23 -0.40 -3.48
H: -4.46 -0.72 -4.37
H: -1.45 -2.86 2.24
H: -4.13 -1.94 1.24
O: -6.76 -0.02 -1.91
N: -3.94 -2.59 3.22
C: 3.80 1.37 -0.02
H: -5.29 -5.05 -1.57
C: -3.56 -2.66 1.83
H: 4.12 4.60 -2.37
H: -1.69 -2.24 0.69
C: -6.28 -0.29 -3.26
H: -6.91 -1.06 -3.72
H: 1.84 0.58 6.57
H: -4.94 -2.62 3.28
H: 2.77 -0.73 5.45
H: -5.54 -5.77 0.04
H: 3.90 -0.47 -0.87
C: 0.31 0.64 -0.65
C: 3.04 1.59 2.33
H: -1.70 3.00 1.14
H: 2.92 -3.07 -7.03
H: -4.65 -4.59 1.93
N: -2.27 4.36 5.24
H: -2.07 1.64 -2.13
C: 2.23 -1.36 -5.97
H: 1.62 -0.47 -6.13
H: 3.09 -0.29 -8.25
H: -2.13 -2.48 6.41
O: -0.22 4.06 2.24
H: -2.99 -4.79 1.28
H: 4.93 0.25 -4.20
H: 1.16 0.31 -1.25
C: -8.07 0.42 -1.75
H: -4.02 -5.97 -0.79
H: 2.94 1.71 -0.59
H: 3.75 2.37 2.60
O: 1.59 -2.06 -4.93
H: 3.39 -3.37 -0.42
H: 0.90 0.10 2.36
C: -1.46 0.75 -2.27
H: 4.53 2.15 0.15
H: 0.61 -3.09 -7.71

## Properties
HOMO energy (alpha / beta) (eV): -10.62 / -10.62
Net charge: +1
Energy (Ha): -2214.94829
Orbital gap (alpha / beta) (eV): 8.379 / 3.080
⟨S²⟩: 0.75
2S+1: 2
E_LUMO (alpha / beta) (Eh): -0.0825 / -0.2772

---

The following is a quantum chemistry calculation of a cluster of 4 separate species, C3H13O5 in total at a distorted geometry, from the Open Molecules 2025 dataset.

CARTESIAN COORDINATES (ANGSTROEM)
H: -1.22 -1.53 -0.74
H: 1.42 1.37 1.28
H: -0.39 -0.02 2.57
H: -0.01 -0.50 -1.97
H: -0.33 -2.06 -2.56
O: 1.76 0.48 1.61
O: 0.77 2.71 -0.36
H: 0.58 1.93 -0.90
H: -0.97 0.54 0.17
H: 0.84 0.90 -2.54
H: 1.83 -1.46 1.19
O: 0.09 0.84 -2.00
C: 1.11 -0.56 1.01
H: -2.32 0.20 1.21
O: -0.01 -1.64 -1.85
C: -0.31 -0.76 1.68
C: -1.44 -0.34 0.78
O: -1.90 -1.33 -0.01
H: -0.49 -1.77 2.08
H: 0.12 3.31 -0.58
H: 0.86 -0.29 -0.07

## Properties
HOMO energy (eV): -5.34
Net charge: -1
Energy (Ha): -498.30523
Orbital gap (eV): 9.280
2S+1: 1
E_LUMO (Eh): 0.1450
Energy relative to the best compared isomer or geometry (same formula, charge and spin) (kJ/mol): 85.10

---

The following is a quantum chemistry calculation of an isolated molecule of C30H30Cl2N4O4, from the Open Molecules 2025 dataset.

CARTESIAN COORDINATES (ANGSTROEM)
H: -3.53 -1.67 0.63
H: -6.45 4.01 0.69
Cl: 3.93 -2.20 0.35
H: -1.89 -1.49 1.29
C: -2.72 -0.97 0.81
H: 1.92 0.20 2.28
H: -3.61 -2.67 -1.41
C: -1.79 1.03 -0.43
H: -5.81 4.58 -0.85
C: -1.61 -4.91 1.14
C: -4.83 1.56 -0.25
C: 0.35 -2.41 -1.42
C: -2.49 -4.11 0.18
H: -2.33 -2.85 -2.62
H: 2.62 1.87 -1.59
H: -1.92 1.37 -1.47
H: -4.59 0.76 -0.95
H: 8.97 0.90 -1.92
C: 4.82 0.81 -0.34
H: -6.96 2.00 -0.45
N: 8.33 1.06 -1.16
C: -0.31 1.02 -0.13
C: -2.52 2.06 0.44
H: 6.09 1.60 3.19
C: 1.69 -2.14 -1.17
C: 0.18 -3.48 0.72
N: -1.80 -3.26 -0.63
C: 1.95 1.49 -0.84
H: -0.47 0.23 1.86
C: 2.45 1.05 0.38
H: -3.70 4.56 0.22
H: 3.68 1.62 2.72
H: -1.86 2.92 0.52
O: -3.69 -4.24 0.14
C: 6.64 1.10 1.19
C: 7.10 0.49 -1.22
C: -0.42 -3.06 -0.47
H: 4.49 0.54 -1.34
H: 1.95 -3.52 1.91
C: -5.74 3.79 -0.10
H: -1.23 -5.79 0.61
H: -4.34 3.58 1.56
H: 8.57 1.76 -0.47
O: -0.54 -4.15 1.67
C: 1.51 -3.20 0.97
H: -2.69 1.68 1.47
C: 6.19 0.82 -0.09
H: -5.97 2.49 -1.83
C: 3.90 1.08 0.66
H: -3.10 -0.22 1.50
C: 0.59 1.47 -1.09
N: -3.74 2.51 -0.17
C: 0.20 0.57 1.09
H: 7.70 1.08 1.42
C: -4.31 3.69 0.46
C: -2.24 -0.99 -1.60
C: 5.73 1.38 2.20
H: -5.06 1.12 0.73
O: 6.78 -0.23 -2.14
C: -6.00 2.42 -0.74
C: 1.55 0.58 1.34
Cl: 2.62 -1.35 -2.38
C: 4.38 1.38 1.94
N: -2.32 -0.34 -0.42
H: -2.21 -5.24 1.99
H: 0.22 1.80 -2.04
H: -0.08 -2.08 -2.35
O: -1.94 -0.45 -2.65
C: -2.55 -2.49 -1.61
C: 2.27 -2.52 0.03

## Properties
HOMO energy (eV): -8.35
Energy (Ha): -2601.63941
Orbital gap (eV): 8.935
2S+1: 1
E_LUMO (Eh): 0.0214
SMILES: CN(C(=O)CN1C(=O)COc2cc(Cl)c(Cl)cc21)[C@@H](CN1CCCC1)c1ccc(-c2cccc(C(N)=O)c2)cc1
Energy relative to the best compared isomer or geometry (same formula, charge and spin) (kJ/mol): 0.00

---

Question: Which value of 2S+1 does entry 3 give?
Answer: 1